Record 1
Here is C26H42BaCl2F2NO18S2 as an isolated structure at a distorted geometry from OMol25. Energies are from wB97M-V/def2-TZVPD.

Properties
F_max: 5.6 eV Å⁻¹
LUMO level: -5.343 eV
HOMO: -10.0263 eV
Net charge: +1
E: -118816.0663 eV
2S+1: 1
HOMO-LUMO gap: 4.7 eV

Atoms and positions in Å:
1 Ba 0.50 -2.21 -4.39
2 N 0.47 -0.65 -0.96
3 S -0.74 -0.28 -0.01
4 O -1.36 1.01 -0.19
5 O -0.60 -0.74 1.39
6 F -1.65 -1.46 -0.65
7 S 1.67 0.09 -0.07
8 O 2.23 -0.62 1.07
9 O 1.48 1.54 0.20
10 F 2.87 0.09 -1.22
11 Cl -4.10 -1.54 7.67
12 C -3.18 -1.70 6.13
13 C -1.85 -2.23 6.43
14 Cl -0.92 -1.14 7.48
15 H -3.08 -0.74 5.62
16 H -3.79 -2.38 5.53
17 H -1.33 -2.25 5.47
18 H -1.81 -3.26 6.80
19 C -0.02 4.60 4.22
20 O -0.30 5.98 4.50
21 C -0.94 6.60 3.39
22 C 0.08 7.06 2.27
23 O -0.29 8.18 1.52
24 C 0.74 9.03 1.27
25 H 0.09 4.38 3.16
26 H -0.70 3.84 4.61
27 H 0.89 4.34 4.76
28 H -1.34 7.52 3.80
29 H -1.78 5.98 3.08
30 H 0.10 6.22 1.58
31 H 1.01 7.09 2.83
32 H 1.54 8.53 0.73
33 H 1.14 9.40 2.22
34 H 0.35 9.87 0.69
35 C 2.33 2.07 -5.19
36 O 2.04 0.82 -5.88
37 C 2.95 0.57 -6.97
38 C 4.22 -0.12 -6.41
39 O 3.76 -1.30 -5.65
40 C 4.79 -2.07 -4.96
41 H 2.58 2.96 -5.78
42 H 3.13 1.78 -4.52
43 H 1.45 2.43 -4.65
44 H 3.07 1.51 -7.50
45 H 2.57 -0.14 -7.72
46 H 4.76 0.63 -5.81
47 H 4.93 -0.26 -7.22
48 H 4.50 -2.60 -4.06
49 H 5.47 -1.30 -4.59
50 H 5.41 -2.58 -5.69
51 C -3.51 -4.28 -3.57
52 O -2.14 -4.48 -3.27
53 C -1.84 -5.93 -3.14
54 C -1.02 -6.17 -1.82
55 O -0.01 -5.19 -1.97
56 C 0.99 -5.25 -1.03
57 H -4.20 -4.43 -2.75
58 H -3.83 -4.95 -4.37
59 H -3.66 -3.22 -3.81
60 H -1.41 -6.39 -4.03
61 H -2.77 -6.49 -3.02
62 H -0.56 -7.16 -1.78
63 H -1.60 -6.02 -0.91
64 H 1.70 -6.06 -1.19
65 H 0.54 -5.29 -0.04
66 H 1.53 -4.36 -1.32
67 C -4.70 3.20 -5.00
68 C -5.73 4.06 -5.00
69 C -6.95 3.83 -4.15
70 O -7.80 4.75 -4.03
71 C -6.95 2.63 -3.31
72 C -5.93 1.73 -3.42
73 C -4.69 1.88 -4.25
74 O -3.73 1.16 -4.40
75 O -5.89 0.57 -2.71
76 O -5.74 5.23 -5.67
77 H -3.79 3.51 -5.50
78 H -7.81 2.37 -2.71
79 H -6.57 0.65 -2.05
80 H -6.49 5.76 -5.39
81 C 5.46 -2.53 6.92
82 C 4.60 -2.56 5.87
83 C 3.47 -3.50 5.80
84 O 2.75 -3.66 4.84
85 C 3.32 -4.39 6.95
86 C 4.13 -4.36 7.98
87 C 5.34 -3.40 8.08
88 O 6.13 -3.31 8.99
89 O 3.96 -5.27 8.97
90 O 4.62 -1.51 5.04
91 H 6.28 -1.82 6.96
92 H 2.53 -5.13 6.95
93 H 4.65 -5.11 9.62
94 H 4.01 -1.64 4.31

Record 2
Here is C26H42Br3Cl14HgN2 as an isolated structure at a distorted geometry from OMol25. Energies are from wB97M-V/def2-TZVPD.

Properties
F_max: 2.8 eV Å⁻¹
LUMO level: -4.492 eV
HOMO: -10.7007 eV
Net charge: +1
E: -420237.5043 eV
2S+1: 1
HOMO-LUMO gap: 6.2 eV

Atoms and positions in Å:
1 C -1.05 -5.97 -0.65
2 N -1.04 -4.70 0.11
3 C -1.84 -3.66 -0.07
4 C -1.72 -2.55 0.78
5 C -0.72 -2.53 1.81
6 C 0.12 -3.62 1.88
7 C -0.03 -4.66 1.03
8 C -0.88 -1.55 2.89
9 C -2.13 -1.40 3.51
10 C -2.12 -0.62 4.68
11 N -1.08 0.04 5.17
12 C 0.09 -0.02 4.50
13 C 0.21 -0.83 3.42
14 C -1.23 0.93 6.27
15 H -2.08 -6.17 -0.86
16 H -0.68 -6.68 0.06
17 H -0.38 -5.90 -1.49
18 H -2.52 -3.69 -0.88
19 H -2.35 -1.69 0.71
20 H 0.96 -3.75 2.61
21 H 0.60 -5.57 1.06
22 H -3.06 -1.85 3.24
23 H -3.01 -0.53 5.22
24 H 0.88 0.62 4.81
25 H 1.15 -0.94 2.88
26 H -1.98 1.75 6.06
27 H -0.25 1.30 6.60
28 H -1.63 0.32 7.06
29 Hg 0.03 3.42 1.16
30 Br 0.24 0.74 0.75
31 Br -1.15 4.72 -0.54
32 Br 0.61 3.42 3.64
33 Cl -3.58 3.86 6.31
34 C -3.04 4.52 4.65
35 C -3.68 3.79 3.52
36 Cl -3.16 2.07 3.34
37 H -1.93 4.61 4.68
38 H -3.47 5.47 4.79
39 H -3.34 4.33 2.52
40 H -4.75 3.85 3.63
41 Cl 5.44 0.90 -2.00
42 C 6.16 0.58 -3.57
43 C 6.39 1.86 -4.32
44 Cl 7.69 2.86 -3.55
45 H 5.49 -0.03 -4.12
46 H 7.13 0.08 -3.39
47 H 5.52 2.47 -4.40
48 H 6.66 1.57 -5.34
49 Cl -4.24 2.55 -0.82
50 C -5.12 0.93 -0.87
51 C -4.06 -0.12 -0.97
52 Cl -4.70 -1.82 -1.08
53 H -5.83 0.94 -1.68
54 H -5.68 0.85 0.10
55 H -3.41 -0.11 -0.09
56 H -3.43 0.05 -1.86
57 Cl 3.41 -2.90 0.49
58 C 2.74 -2.18 -0.99
59 C 3.38 -2.89 -2.11
60 Cl 3.22 -1.94 -3.64
61 H 3.07 -1.12 -0.90
62 H 1.63 -2.16 -0.99
63 H 2.97 -3.87 -2.23
64 H 4.46 -2.95 -1.98
65 Cl 2.38 5.69 0.15
66 C 4.05 5.09 0.18
67 C 4.22 3.61 0.10
68 Cl 3.19 2.73 1.28
69 H 4.54 5.45 1.11
70 H 4.59 5.57 -0.61
71 H 5.25 3.44 0.34
72 H 4.00 3.31 -0.94
73 Cl -2.53 0.87 -4.03
74 C -1.51 2.30 -3.45
75 C -0.11 2.00 -2.99
76 Cl 0.74 1.27 -4.41
77 H -2.08 2.69 -2.63
78 H -1.59 3.09 -4.24
79 H -0.18 1.30 -2.12
80 H 0.24 2.95 -2.62
81 Cl -0.82 -2.08 -2.68
82 C -0.66 -2.58 -4.39
83 C -1.56 -3.78 -4.79
84 Cl -1.51 -5.17 -3.65
85 H 0.43 -2.81 -4.53
86 H -1.06 -1.70 -4.92
87 H -1.37 -4.13 -5.84
88 H -2.59 -3.55 -4.88

Record 3
Here is C26H42BrNOOsP2 as an isolated structure at a distorted geometry from OMol25. Energies are from wB97M-V/def2-TZVPD.

Properties
F_max: 3.6 eV Å⁻¹
LUMO level (spin up / spin down): -13.182 / -16.296 eV
HOMO (spin up / spin down): -20.5460 / -20.8379 eV
Net charge: +4
E: -122218.7319 eV
2S+1: 5
HOMO-LUMO gap (spin up / spin down): 7.4 / 4.5 eV
Relative energy (zero: lowest compared OMol25 entry of this formula, charge and spin): 164.3 kJ/mol
<S²>: 6.078

Atoms and positions in Å:
1 C 2.56 -2.08 -2.93
2 C 1.65 -1.04 -2.69
3 C 0.74 -0.66 -3.70
4 C 0.93 -1.21 -4.98
5 N 1.86 -2.13 -5.18
6 C 2.66 -2.58 -4.24
7 C 1.70 -0.31 -1.37
8 C 2.61 -0.07 -0.45
9 C 3.48 0.89 0.15
10 C 2.95 1.30 1.42
11 C 2.90 2.66 1.75
12 C 3.19 3.50 0.70
13 C 4.01 3.16 -0.38
14 C 4.22 1.80 -0.67
15 Os 0.78 0.36 0.47
16 P -0.51 -1.52 0.32
17 H -0.07 0.03 -3.50
18 H 3.18 -2.48 -2.13
19 H 0.31 -0.86 -5.80
20 H 3.41 -3.33 -4.46
21 H 4.75 1.40 -1.54
22 H 2.51 0.60 2.14
23 H 4.43 3.94 -1.03
24 H 2.49 2.94 2.73
25 C -1.71 -2.15 1.56
26 C -2.82 -3.07 1.05
27 H -2.19 -1.31 2.06
28 H -1.14 -2.67 2.34
29 H -3.49 -3.36 1.87
30 H -3.45 -2.60 0.30
31 H -2.46 -4.01 0.61
32 C -1.52 -1.38 -1.22
33 C -1.56 -2.60 -2.13
34 H -1.10 -0.56 -1.81
35 H -2.54 -1.08 -0.98
36 H -2.21 -2.40 -3.00
37 H -0.58 -2.85 -2.54
38 H -1.96 -3.50 -1.66
39 C 0.62 -2.94 0.04
40 C 0.11 -4.38 0.12
41 H 1.43 -2.87 0.77
42 H 1.10 -2.79 -0.94
43 H 0.96 -5.05 -0.03
44 H -0.34 -4.64 1.08
45 H -0.61 -4.63 -0.66
46 Br 2.20 5.17 0.77
47 P -1.22 1.59 0.76
48 C -2.95 1.12 0.37
49 C -4.12 1.90 0.99
50 H -3.08 0.06 0.62
51 H -3.04 1.18 -0.73
52 H -5.06 1.41 0.71
53 H -4.09 1.93 2.08
54 H -4.17 2.93 0.61
55 C -1.35 2.26 2.45
56 C -1.52 3.77 2.65
57 H -0.46 1.91 3.00
58 H -2.20 1.73 2.92
59 H -1.39 3.98 3.72
60 H -0.76 4.36 2.11
61 H -2.53 4.11 2.38
62 C -0.82 2.93 -0.42
63 C -1.95 3.86 -0.87
64 H -0.40 2.42 -1.30
65 H 0.01 3.50 0.02
66 H -1.52 4.60 -1.57
67 H -2.75 3.34 -1.41
68 H -2.39 4.43 -0.03
69 C 2.76 -1.39 3.17
70 O 1.53 -1.05 2.51
71 H 3.47 -0.57 3.00
72 H 3.16 -2.28 2.66
73 H 2.59 -1.49 4.25
74 H 0.78 -1.18 3.13

Record 4
Here is C26H42N3Pb as an isolated structure at a distorted geometry from OMol25. Energies are from wB97M-V/def2-TZVPD.

Properties
F_max: 2.9 eV Å⁻¹
LUMO level (spin up / spin down): -4.130 / -3.858 eV
HOMO (spin up / spin down): -9.8297 / -9.6571 eV
Net charge: +1
E: -37352.1820 eV
2S+1: 1
HOMO-LUMO gap (spin up / spin down): 5.7 / 5.8 eV
Relative energy (zero: lowest compared OMol25 entry of this formula, charge and spin): 0.0 kJ/mol

Atoms and positions in Å:
1 C 0.56 0.16 2.79
2 C -0.47 1.13 2.59
3 C 0.12 2.28 2.00
4 C 1.50 2.00 1.76
5 C 1.77 0.69 2.24
6 Pb -0.09 -0.65 -0.07
7 C 0.82 -0.30 -3.21
8 C 0.81 -1.56 -2.64
9 H 0.25 -2.37 -3.13
10 C 1.51 -1.83 -1.41
11 H 2.42 -1.27 -1.18
12 H 1.50 -2.86 -1.02
13 C -0.05 0.01 -4.38
14 H -0.97 -0.58 -4.35
15 H -0.32 1.07 -4.39
16 H 0.46 -0.22 -5.33
17 C 1.83 0.72 -2.75
18 H 1.79 0.88 -1.66
19 H 2.87 0.41 -2.97
20 H 1.65 1.69 -3.22
21 C -1.89 1.00 2.97
22 H -2.20 -0.05 3.05
23 H -2.07 1.47 3.95
24 H -2.56 1.49 2.25
25 C -0.61 3.53 1.71
26 H -1.39 3.37 0.95
27 H -1.09 3.91 2.62
28 H 0.07 4.30 1.32
29 C 2.50 2.94 1.21
30 H 2.06 3.61 0.45
31 H 2.90 3.58 2.01
32 H 3.34 2.41 0.75
33 C 3.09 0.03 2.24
34 H 3.67 0.27 1.34
35 H 3.69 0.36 3.11
36 H 3.00 -1.07 2.31
37 C 0.38 -1.12 3.50
38 H 1.33 -1.65 3.62
39 H -0.04 -0.94 4.50
40 H -0.32 -1.79 2.98
41 C -0.79 1.30 -1.24
42 C -1.79 0.88 -2.07
43 C -0.26 2.57 -1.36
44 C -2.51 1.81 -2.86
45 H -2.07 -0.19 -2.04
46 C -0.90 3.51 -2.22
47 H 0.63 2.90 -0.81
48 C -2.04 3.13 -2.93
49 H -3.39 1.49 -3.42
50 H -0.51 4.52 -2.31
51 H -2.57 3.85 -3.55
52 C -4.03 -3.49 -1.70
53 N -3.34 -3.93 -0.50
54 C -3.67 -5.27 -0.03
55 C -2.22 -3.30 -0.09
56 N -1.65 -2.36 -0.84
57 N -1.68 -3.63 1.14
58 C -2.51 -3.87 2.31
59 C -0.33 -4.16 1.20
60 H -4.94 -4.10 -1.79
61 H -3.42 -3.63 -2.60
62 H -4.31 -2.44 -1.60
63 H -2.77 -5.87 0.17
64 H -4.28 -5.23 0.89
65 H -4.26 -5.76 -0.82
66 H -1.97 -2.42 -1.80
67 H -2.69 -4.95 2.49
68 H -1.98 -3.47 3.19
69 H -3.46 -3.34 2.22
70 H 0.22 -3.89 0.29
71 H 0.20 -3.75 2.07
72 H -0.35 -5.27 1.29

Record 5
Here is an isolated ion of composition C26H42NO5 and charge +1 at a distorted geometry from OMol25. Energies are from wB97M-V/def2-TZVPD.

Properties
F_max: 1.0 eV Å⁻¹
LUMO level: -2.079 eV
HOMO: -11.9675 eV
Net charge: +1
E: -39366.2135 eV
2S+1: 1
HOMO-LUMO gap: 9.9 eV
Relative energy (zero: lowest compared OMol25 entry of this formula, charge and spin): 0.0 kJ/mol

Atoms and positions in Å:
1 C 6.23 -4.49 -2.21
2 C 5.47 -3.41 -1.45
3 C 4.01 -3.36 -1.88
4 C 3.16 -2.39 -1.05
5 C 3.57 -0.91 -1.15
6 C 3.52 -0.35 -2.57
7 C 3.67 1.16 -2.58
8 C 1.71 -2.59 -1.35
9 O 1.19 -3.53 -1.89
10 O 0.93 -1.54 -0.89
11 C -0.45 -1.71 -0.92
12 N -1.07 -0.97 -2.08
13 C -0.54 -1.53 -3.35
14 C -0.70 0.46 -2.01
15 C -2.55 -1.14 -2.10
16 C -3.29 -0.99 -0.76
17 O -3.04 0.26 -0.15
18 C -2.46 0.26 1.06
19 O -2.14 -0.75 1.62
20 C -2.14 1.66 1.54
21 O -2.86 2.57 0.75
22 C -0.63 1.80 1.32
23 C -0.14 2.81 0.50
24 C 1.22 2.95 0.29
25 C 2.11 2.08 0.90
26 C 1.63 1.07 1.71
27 C 0.27 0.93 1.92
28 C -2.49 1.78 3.04
29 C -4.01 1.62 3.27
30 C -4.34 2.64 4.37
31 C -3.44 3.83 4.02
32 C -2.12 3.17 3.62
33 H 5.79 -5.47 -2.02
34 H 7.27 -4.51 -1.89
35 H 6.20 -4.30 -3.28
36 H 5.52 -3.61 -0.38
37 H 5.95 -2.45 -1.63
38 H 3.94 -3.09 -2.94
39 H 3.57 -4.36 -1.78
40 H 3.26 -2.68 0.01
41 H 2.91 -0.32 -0.51
42 H 4.58 -0.81 -0.76
43 H 2.57 -0.63 -3.04
44 H 4.32 -0.79 -3.17
45 H 4.63 1.44 -2.14
46 H 3.64 1.55 -3.59
47 H 2.88 1.63 -2.00
48 H -0.70 -2.77 -1.02
49 H -0.83 -1.30 0.02
50 H -1.07 -1.10 -4.19
51 H -0.63 -2.61 -3.37
52 H 0.52 -1.28 -3.45
53 H -0.93 0.94 -2.96
54 H 0.36 0.55 -1.81
55 H -1.26 0.96 -1.23
56 H -2.94 -0.40 -2.80
57 H -2.78 -2.14 -2.48
58 H -4.36 -1.04 -0.98
59 H -3.04 -1.79 -0.06
60 H -3.02 3.37 1.28
61 H -0.83 3.49 0.02
62 H 1.58 3.75 -0.34
63 H 3.17 2.20 0.75
64 H 2.32 0.39 2.19
65 H -0.09 0.13 2.55
66 H -1.95 0.99 3.56
67 H -4.27 0.61 3.56
68 H -4.55 1.87 2.36
69 H -5.40 2.90 4.38
70 H -4.07 2.24 5.34
71 H -3.32 4.51 4.85
72 H -3.87 4.38 3.18
73 H -1.50 3.03 4.50
74 H -1.55 3.77 2.92

Record 6
Here is a 6-piece molecular cluster, C26H43BN2O18 overall at a distorted geometry from OMol25. Energies are from wB97M-V/def2-TZVPD.

Properties
F_max: 5.2 eV Å⁻¹
LUMO level: -0.219 eV
HOMO: -9.8080 eV
Net charge: 0
E: -68168.1742 eV
2S+1: 1
HOMO-LUMO gap: 9.6 eV
Relative energy (zero: lowest compared OMol25 entry of this formula, charge and spin): 281.4 kJ/mol

Atoms and positions in Å:
1 C 1.48 0.15 -7.33
2 C 1.98 -0.66 -6.55
3 C 2.46 -1.78 -5.54
4 N 1.30 -2.11 -4.67
5 C 1.50 -1.64 -3.27
6 O 0.48 -1.25 -2.72
7 O 2.72 -1.70 -2.60
8 B 3.30 -0.42 -2.33
9 O 4.72 -0.39 -2.13
10 C 2.52 0.97 -2.16
11 C 1.71 0.88 -0.75
12 C 1.08 -3.55 -4.52
13 C -0.32 -4.15 -4.46
14 C -0.38 -5.63 -4.25
15 N 0.63 -6.55 -4.09
16 C 1.92 -6.06 -4.15
17 C 2.15 -4.60 -4.35
18 H 1.40 1.01 -8.05
19 H 3.40 -1.46 -5.01
20 H 2.74 -2.68 -6.19
21 H 5.16 -0.80 -2.90
22 H 1.81 1.17 -3.01
23 H 3.23 1.85 -2.06
24 H 1.88 -0.15 -0.28
25 H 0.59 1.00 -0.89
26 H 2.09 1.63 0.01
27 H -1.25 -3.51 -4.57
28 H -1.44 -6.05 -4.19
29 H 2.79 -6.77 -4.02
30 H 3.23 -4.25 -4.37
31 C -1.81 4.67 2.65
32 O -1.27 3.47 2.11
33 C -2.00 2.37 2.37
34 O -3.03 2.33 3.00
35 O -1.38 1.33 1.81
36 C -2.04 0.07 2.00
37 H -1.15 5.49 2.38
38 H -2.80 4.88 2.23
39 H -1.87 4.62 3.74
40 H -3.03 0.09 1.55
41 H -2.10 -0.17 3.06
42 H -1.44 -0.69 1.50
43 C -1.49 -10.16 1.85
44 O -0.36 -10.03 0.99
45 C -0.25 -8.83 0.40
46 O -1.01 -7.90 0.53
47 O 0.85 -8.84 -0.37
48 C 1.09 -7.62 -1.07
49 H -1.47 -11.17 2.27
50 H -1.44 -9.44 2.66
51 H -2.41 -10.04 1.28
52 H 1.24 -6.80 -0.37
53 H 0.26 -7.39 -1.75
54 H 1.99 -7.74 -1.66
55 C 1.28 5.06 0.60
56 O 2.70 5.20 0.61
57 C 3.13 6.35 1.14
58 O 2.44 7.22 1.60
59 O 4.47 6.36 1.09
60 C 5.07 7.53 1.63
61 H 1.04 4.09 0.15
62 H 0.89 5.06 1.62
63 H 0.81 5.84 0.01
64 H 4.83 7.63 2.69
65 H 4.76 8.42 1.07
66 H 6.15 7.43 1.53
67 C -1.76 1.73 -2.87
68 O -3.04 2.33 -2.67
69 C -2.99 3.63 -2.31
70 O -1.99 4.28 -2.16
71 O -4.25 4.06 -2.16
72 C -4.35 5.43 -1.78
73 H -1.92 0.69 -3.15
74 H -1.23 2.23 -3.68
75 H -1.17 1.76 -1.95
76 H -3.92 6.08 -2.55
77 H -3.87 5.60 -0.82
78 H -5.41 5.67 -1.68
79 C -2.51 2.52 5.71
80 O -3.05 2.29 7.01
81 C -2.47 1.28 7.68
82 O -1.56 0.59 7.27
83 O -3.07 1.17 8.87
84 C -2.54 0.13 9.70
85 H -3.05 3.35 5.27
86 H -1.45 2.79 5.78
87 H -2.64 1.64 5.08
88 H -1.49 0.31 9.92
89 H -2.68 -0.84 9.22
90 H -3.10 0.14 10.63